<a>
Formula: H5NO2P2
Source: OMol25
Level of theory: ωB97M-V with the def2-TZVPD basis set

Results
Kohn-Sham gap = 9.3 eV
HOMO level = -8.97 eV
lowest unoccupied orbital energy = 0.3 eV

CARTESIAN COORDINATES (ANGSTROEM)
N1 -1.49 -0.56 -0.07
O1 -0.27 2.07 -0.95
H1 2.68 -0.94 0.07
H2 -1.39 -0.98 0.86
P1 -0.41 1.44 0.49
H3 1.00 -1.85 0.92
P2 1.22 -0.84 -0.26
H4 0.11 1.48 -1.61
H5 -2.50 -0.38 -0.13
O2 1.06 0.56 0.67


<b>
Formula: H5NO2P2
Source: OMol25
Level of theory: ωB97M-V with the def2-TZVPD basis set

Results
Kohn-Sham gap = 8.4 eV
HOMO level = -8.65 eV
lowest unoccupied orbital energy = -0.3 eV
SMILES = N[PH]#P(O)O

CARTESIAN COORDINATES (ANGSTROEM)
O1 -0.86 -1.27 -0.44
H1 2.07 -0.21 -0.79
H2 0.03 -1.60 -0.35
H3 2.23 -0.27 0.75
N1 1.61 -0.39 0.00
P1 0.32 1.39 -0.18
P2 -1.10 -0.04 0.72
H4 -2.29 0.01 -0.84
O2 -2.44 0.45 -0.02
H5 0.42 1.92 1.15


Which structure is the least stable? The one labeled <a>.


<a>
Formula: C2H8NO
Source: OMol25
Level of theory: ωB97M-V with the def2-TZVPD basis set

Results
Kohn-Sham gap = 11.6 eV
net charge = +1
HOMO level = -16.43 eV
lowest unoccupied orbital energy = -4.8 eV

CARTESIAN COORDINATES (ANGSTROEM)
H1 0.29 2.78 -0.25
O1 -0.89 -2.72 -0.29
H2 0.52 2.24 1.36
N1 -0.49 0.00 -0.12
H3 1.87 2.19 0.16
H4 -1.38 0.58 0.08
H5 -0.56 -1.08 -0.21
C1 0.67 0.61 -0.15
H6 1.45 -0.10 -0.35
H7 -1.84 -2.90 -0.05
C2 0.80 2.03 0.32
H8 -0.43 -3.63 -0.51


<b>
Formula: C2H8NO
Source: OMol25
Level of theory: ωB97M-V with the def2-TZVPD basis set

Results
Kohn-Sham gap = 10.0 eV
net charge = +1
HOMO level = -13.76 eV
lowest unoccupied orbital energy = -3.8 eV

CARTESIAN COORDINATES (ANGSTROEM)
H1 2.01 1.02 0.65
C1 -1.41 -0.03 -0.71
H2 0.47 -2.38 0.38
O1 0.26 -1.44 0.38
H3 -0.52 -1.85 -1.53
C2 -0.55 -1.11 -0.72
N1 1.03 1.20 0.72
H4 0.84 1.74 1.58
H5 0.63 1.67 -0.06
H6 0.55 0.27 0.77
H7 -1.77 0.36 -1.68
H8 -1.55 0.55 0.22


<c>
Formula: C2H8NO
Source: OMol25
Level of theory: ωB97M-V with the def2-TZVPD basis set

Results
Kohn-Sham gap = 10.9 eV
net charge = +1
HOMO level = -15.97 eV
lowest unoccupied orbital energy = -5.1 eV

CARTESIAN COORDINATES (ANGSTROEM)
H1 -0.50 -0.80 2.29
H2 -0.77 1.95 -1.92
H3 -2.00 -0.15 1.41
H4 1.69 -0.21 0.12
C1 -1.00 -0.56 1.37
H5 0.57 2.60 -1.75
H6 1.17 -1.73 0.87
H7 -0.79 0.02 -0.52
O1 -0.01 1.95 -1.33
H8 1.04 -1.56 -0.87
N1 -0.38 -0.47 0.27
C2 0.97 -1.03 0.07


Which structure is the least stable? The one labeled <b>.


<a>
Formula: C3H8O2
Source: OMol25
Level of theory: ωB97M-V with the def2-TZVPD basis set

Results
Kohn-Sham gap = 9.5 eV
HOMO level = -8.82 eV
lowest unoccupied orbital energy = 0.7 eV
SMILES = C=CO.CO

CARTESIAN COORDINATES (ANGSTROEM)
H1 -1.91 2.80 -0.06
H2 -0.11 -0.32 -0.36
H3 -2.69 1.63 0.96
C1 -1.83 2.29 0.91
H4 -1.80 3.00 1.73
C2 1.84 -2.59 -1.15
C3 1.19 -1.72 -0.41
O1 0.02 -1.16 -0.83
H5 2.72 -3.11 -0.83
H6 1.56 -1.39 0.55
H7 1.59 -2.87 -2.18
H8 0.09 2.00 0.72
O2 -0.66 1.44 0.96


<b>
Formula: C3H8O2
Source: OMol25
Level of theory: ωB97M-V with the def2-TZVPD basis set

Results
Kohn-Sham gap = 11.8 eV
HOMO level = -11.06 eV
lowest unoccupied orbital energy = 0.8 eV
SMILES = O=CO.CC

CARTESIAN COORDINATES (ANGSTROEM)
C1 -2.40 1.39 0.08
H1 -3.83 2.08 1.60
C2 4.08 -2.90 -1.22
O1 4.77 -1.92 -1.81
H2 -1.86 2.21 -0.37
H3 4.53 -3.88 -1.39
H4 4.28 -1.09 -1.62
H5 -2.20 2.53 1.95
C3 -2.80 1.74 1.52
H6 -1.71 0.54 0.11
H7 -3.27 1.12 -0.50
H8 -2.67 0.91 2.21
O2 3.08 -2.73 -0.57


Which structure is the least stable? The one labeled <a>.


<a>
Formula: C3H8O2
Source: OMol25
Level of theory: ωB97M-V with the def2-TZVPD basis set

Results
Kohn-Sham gap = 10.5 eV
HOMO level = -9.68 eV
lowest unoccupied orbital energy = 0.8 eV
SMILES = C/C=C/O.O

CARTESIAN COORDINATES (ANGSTROEM)
H1 0.23 -1.35 -1.99
H2 1.98 0.78 1.15
C1 -0.49 0.21 -0.59
C2 -0.18 -0.34 -1.96
H3 -0.53 -1.64 0.37
H4 0.57 0.32 -2.41
H5 -1.58 -0.34 2.13
C3 -0.69 -0.57 0.46
H6 -1.00 -0.21 -2.66
H7 -0.26 1.26 -0.46
O1 1.80 0.95 2.08
O2 -0.70 -0.14 1.78
H8 0.84 1.08 2.11


<b>
Formula: C3H8O2
Source: OMol25
Level of theory: ωB97M-V with the def2-TZVPD basis set

Results
Kohn-Sham gap = 10.7 eV
HOMO level = -9.78 eV
lowest unoccupied orbital energy = 0.9 eV
SMILES = OCCCO

CARTESIAN COORDINATES (ANGSTROEM)
C1 -1.19 0.67 -0.52
H1 -2.20 0.25 -0.75
H2 -0.35 0.90 -2.23
O1 -0.92 1.52 -1.59
H3 -0.95 -1.24 0.56
H4 0.48 0.11 1.89
H5 1.45 0.51 0.27
H6 1.25 -1.95 1.91
H7 -1.26 1.36 0.37
O2 1.60 -1.26 1.27
C2 0.80 -0.16 0.88
H8 0.20 -1.31 -0.91
C3 -0.29 -0.63 -0.10


<c>
Formula: C3H8O2
Source: OMol25
Level of theory: ωB97M-V with the def2-TZVPD basis set

Results
Kohn-Sham gap = 11.7 eV
HOMO level = -11.02 eV
lowest unoccupied orbital energy = 0.7 eV
SMILES = O=CO.CC

CARTESIAN COORDINATES (ANGSTROEM)
H1 -1.35 1.67 3.98
H2 -0.21 -0.96 2.87
H3 0.35 -0.04 4.26
H4 1.25 0.59 -4.92
O1 1.00 -1.34 -5.67
C1 -0.54 -0.32 3.68
H5 -1.28 -0.79 4.33
H6 0.51 -1.16 -6.46
C2 -1.27 0.94 3.18
C3 1.78 -0.30 -5.27
H7 -0.92 1.44 2.27
O2 2.97 -0.37 -5.17
H8 -2.29 0.66 2.92


Which structure is the least stable? The one labeled <b>.


<a>
Formula: C3H8O2
Source: OMol25
Level of theory: ωB97M-V with the def2-TZVPD basis set

Results
Kohn-Sham gap = 8.9 eV
HOMO level = -8.34 eV
lowest unoccupied orbital energy = 0.5 eV

CARTESIAN COORDINATES (ANGSTROEM)
H1 0.97 1.72 0.99
C1 -1.77 -1.30 -1.33
H2 -1.17 0.91 1.51
H3 1.85 -0.61 0.56
C2 0.43 0.99 0.36
H4 -1.69 -0.19 -1.12
C3 1.39 -0.02 -0.23
H5 -1.06 -1.24 0.46
H6 2.17 0.50 -0.79
O1 -0.52 0.28 1.18
O2 -1.35 -1.88 -0.24
H7 0.87 -0.70 -0.92
H8 -0.10 1.54 -0.43


<b>
Formula: C3H8O2
Source: OMol25
Level of theory: ωB97M-V with the def2-TZVPD basis set

Results
Kohn-Sham gap = 9.9 eV
HOMO level = -9.14 eV
lowest unoccupied orbital energy = 0.7 eV
SMILES = C=C(C)O.O

CARTESIAN COORDINATES (ANGSTROEM)
H1 0.42 1.74 1.17
H2 1.55 0.92 -1.59
C1 -0.85 -1.45 0.69
H3 -1.10 -1.80 -0.32
H4 -1.38 1.50 -0.40
H5 -1.65 -1.71 1.37
C2 -0.68 0.06 0.60
H6 2.24 0.28 -2.80
O1 -1.67 0.62 -0.12
H7 0.06 -1.89 1.10
C3 0.34 0.67 1.20
H8 1.10 0.06 1.64
O2 1.64 1.00 -2.55


Which structure is the least stable? The one labeled <a>.


<a>
Formula: C4H5FN2S
Source: OMol25
Level of theory: ωB97M-V with the def2-TZVPD basis set

Results
Kohn-Sham gap (spin up / spin down) = 5.7 / 8.3 eV
HOMO level (spin up / spin down) = -7.75 / -8.29 eV
lowest unoccupied orbital energy (spin up / spin down) = -2.0 / 0.0 eV

CARTESIAN COORDINATES (ANGSTROEM)
N1 2.31 -0.43 0.97
H1 -2.72 0.75 -0.68
H2 2.29 -2.40 0.79
H3 -1.58 1.70 -1.51
N2 0.56 -1.89 0.11
H4 -1.61 1.94 0.22
C1 -0.74 0.19 -0.22
C2 1.73 -1.53 0.58
C3 -1.70 1.18 -0.55
H5 -1.18 -1.60 -0.83
C4 -0.43 -1.05 -0.21
S1 2.17 1.14 1.05
F1 0.90 2.00 0.29


<b>
Formula: C4H5FN2S
Source: OMol25
Level of theory: ωB97M-V with the def2-TZVPD basis set

Results
Kohn-Sham gap (spin up / spin down) = 9.1 / 6.9 eV
HOMO level (spin up / spin down) = -9.10 / -9.03 eV
lowest unoccupied orbital energy (spin up / spin down) = 0.0 / -2.2 eV

CARTESIAN COORDINATES (ANGSTROEM)
N1 -0.47 -0.85 0.35
C1 -1.73 0.91 -0.06
C2 2.72 0.18 -0.02
H1 -0.91 0.39 1.97
H2 -1.79 0.03 -2.21
C3 -1.04 0.25 0.88
H3 3.16 -0.37 0.81
C4 -1.59 0.00 -1.18
H4 2.64 -0.44 -0.95
S1 0.62 -1.80 1.19
N2 -0.83 -1.02 -0.84
H5 -2.42 1.73 0.00
F1 1.64 1.00 0.07


<c>
Formula: C4H5FN2S
Source: OMol25
Level of theory: ωB97M-V with the def2-TZVPD basis set

Results
Kohn-Sham gap = 8.3 eV
HOMO level = -8.64 eV
lowest unoccupied orbital energy = -0.3 eV
SMILES = C=NNC(=S)/C=C/F

CARTESIAN COORDINATES (ANGSTROEM)
C1 0.00 0.12 0.02
C2 -0.51 -2.14 0.85
S1 0.59 -0.36 -1.45
H1 -0.48 1.52 1.40
H2 0.88 3.84 -1.45
H3 -0.85 -0.43 1.99
H4 0.96 2.01 -1.94
C3 0.71 2.80 -1.20
C4 -0.50 -0.81 1.04
N1 0.19 2.64 -0.05
N2 -0.10 1.41 0.47
H5 -0.16 -2.65 -0.04
F1 -0.96 -2.96 1.79


Which structure is the least stable? The one labeled <a>.